This record from the Open Molecules 2025 dataset describes a 5-piece molecular cluster, C42H60Cl2F17N2O10SSi overall at a distorted geometry. The level of theory is the ωB97M-V functional and the def2-TZVPD basis.

Summary:
Maximum force in hartree/bohr: 0.0337
Charge: +1
HOMO in eV: -11.1
Kohn-Sham gap in eV: 7.1

The geometry in XYZ format:
```
135
C42H60Cl2F17N2O10SSi (the ωB97M-V functional and the def2-TZVPD basis)
C 2.1974 -1.9256 4.7609
Si 2.8616 -2.7346 3.2106
C 2.4176 -4.5661 3.1503
C 2.1820 -1.9168 1.6264
C 0.8340 -1.1879 1.7653
C -0.3958 -1.9943 1.3555
F -1.3664 -1.9231 2.3188
F -0.0858 -3.3232 1.2979
C -1.0889 -1.6074 0.0223
C -0.0801 -1.6392 -1.1708
F 0.7822 -2.6499 -1.0957
F 0.6274 -0.5134 -1.2420
F -0.7413 -1.7785 -2.3336
C -2.2182 -2.6016 -0.3262
C -2.3282 -4.0719 -0.1087
C -1.2896 -4.9610 -0.8045
C -1.4547 -6.4263 -0.3375
N -0.1935 -7.0815 -0.0110
N -3.1930 -1.9675 -0.8555
C -3.0648 -0.5041 -0.9652
C -3.0072 0.0420 -2.4068
C -3.4224 -0.9177 -3.5296
C -2.6950 -0.6140 -4.8285
Cl -2.9249 1.0822 -5.3236
C -1.8542 -0.2334 -0.0383
C -2.4432 0.3763 1.2556
C -1.4963 1.1482 2.1963
C -1.8778 0.9466 3.6609
C -3.3187 1.4169 3.9554
S -4.3888 0.1197 4.4972
O -5.6561 0.6597 4.8749
O -4.4036 -0.9553 3.5492
Cl -3.5372 -0.5894 6.1909
C 4.7249 -2.6051 3.1001
C 5.3367 -3.0186 1.9193
C 6.7102 -2.9606 1.7626
C 7.4952 -2.4841 2.8012
C 6.9015 -2.0695 3.9789
C 5.5293 -2.1303 4.1318
H 2.4870 -2.5526 5.6057
H 2.6107 -0.9308 4.9203
H 1.1071 -1.9000 4.7573
H 1.5517 -4.8250 3.7586
H 3.2706 -5.1739 3.4454
H 2.1830 -4.8421 2.1198
H 2.1678 -2.6781 0.8521
H 2.9249 -1.1824 1.3129
H 0.6675 -0.8579 2.7892
H 0.8624 -0.2818 1.1629
H -3.3192 -4.3649 -0.4607
H -2.3133 -4.2319 0.9719
H -1.4784 -4.9150 -1.8779
H -0.2791 -4.6345 -0.6046
H -2.0012 -6.9936 -1.0893
H -2.0885 -6.4235 0.5555
H -0.0235 -7.8894 -0.5904
H 0.5997 -6.4606 -0.0663
H -4.0412 -2.4308 -1.1614
H -3.9890 -0.1320 -0.5241
H -1.9856 0.3632 -2.6123
H -3.6156 0.9406 -2.4513
H -3.1546 -1.9468 -3.2832
H -4.4944 -0.8736 -3.7219
H -3.0682 -1.2313 -5.6399
H -1.6259 -0.7864 -4.7328
H -1.2834 0.5599 -0.5156
H -3.2289 1.0611 0.9439
H -2.9418 -0.4107 1.8182
H -1.5949 2.2123 1.9677
H -0.4531 0.9065 2.0366
H -1.2149 1.4867 4.3312
H -1.8127 -0.1142 3.9018
H -3.3472 2.1730 4.7373
H -3.8411 1.8315 3.0944
H 4.7451 -3.4021 1.0931
H 7.1734 -3.2793 0.8387
H 8.5693 -2.4450 2.6837
H 7.5509 -1.7222 4.7630
H 5.0853 -1.7881 5.0591
C -6.4798 4.2961 6.2484
C -5.2197 4.4518 7.0633
O -4.6693 5.7792 6.9424
C -5.2258 6.7094 7.7092
O -6.1203 6.5634 8.4850
C -4.5045 8.0574 7.4891
F -4.3177 8.2982 6.1865
F -3.3043 8.0244 8.0838
F -5.2093 9.0514 8.0079
H -6.3081 4.5647 5.2052
H -6.8192 3.2612 6.2895
H -7.2736 4.9362 6.6306
H -4.4352 3.7905 6.6981
H -5.3890 4.2177 8.1134
C 9.0086 4.9550 3.8924
C 7.8609 4.3384 4.6592
O 7.9025 2.8934 4.5950
C 8.7359 2.3048 5.4386
O 9.4438 2.8256 6.2461
C 8.6478 0.7738 5.2709
F 8.6653 0.4168 3.9813
F 7.5099 0.3214 5.8256
F 9.6643 0.1738 5.8779
H 9.0122 4.6017 2.8611
H 8.9098 6.0399 3.8896
H 9.9653 4.6983 4.3449
H 6.9035 4.6055 4.2178
H 7.8585 4.6497 5.7027
C -4.8186 2.5539 -8.2646
C -3.6799 2.0006 -9.0909
O -4.1346 1.5661 -10.3888
C -4.2769 2.5190 -11.2997
O -4.0690 3.6868 -11.1612
C -4.7271 1.8927 -12.6381
F -5.7113 1.0078 -12.4510
F -3.6934 1.2572 -13.2049
F -5.1545 2.8334 -13.4689
H -5.6214 1.8200 -8.1836
H -4.4671 2.7969 -7.2627
H -5.2331 3.4567 -8.7114
H -3.2620 1.1077 -8.6304
H -2.8778 2.7275 -9.2139
C 4.1687 -0.5136 -6.8265
C 3.1276 -1.5876 -7.0442
O 1.7878 -1.0393 -6.9969
C 1.3699 -0.4549 -8.1117
O 1.9656 -0.3365 -9.1376
C -0.0784 0.0449 -7.9232
F -0.2372 0.6757 -6.7525
F -0.9274 -0.9986 -7.9368
F -0.4185 0.8743 -8.8977
H 3.9871 0.0110 -5.8880
H 5.1601 -0.9634 -6.7886
H 4.1539 0.2167 -7.6342
H 3.1504 -2.3273 -6.2471
H 3.2691 -2.1011 -7.9938
```

Atomic partial charges in e from the Löwdin method, atoms 1 to 2: C -0.168; Si 0.603

---

This record from the Open Molecules 2025 dataset describes C34H56MgO23S4 as an isolated structure at a distorted geometry. The level of theory is the ωB97M-V functional and the def2-TZVPD basis.

Summary:
Maximum force in hartree/bohr: 0.1025
Charge: 0
HOMO in eV: -9.3
Kohn-Sham gap in eV: 5.4

The geometry in XYZ format:
```
118
C34H56MgO23S4 (the ωB97M-V functional and the def2-TZVPD basis)
Mg -11.4159 35.4821 0.8501
C -13.4950 32.1677 -0.0893
C -14.4613 31.9378 -1.1717
C -14.9232 33.1045 -2.0667
O -15.7234 32.9312 -3.0314
C -14.4584 34.4877 -1.7530
C -13.5322 34.5432 -0.7386
C -13.1276 33.4035 0.2065
O -12.3697 33.5558 1.2151
O -12.9068 35.6782 -0.6862
O -14.7535 30.7749 -1.4549
H -13.3384 31.2486 0.4558
H -14.7164 35.2805 -2.4394
C -17.2900 27.9187 -0.3552
C -16.1001 27.3519 -1.0031
C -14.8139 28.0338 -0.4542
O -14.3445 27.0915 0.4241
C -14.8517 25.8901 0.2123
O -14.4574 24.9282 0.9303
O -15.9752 26.0162 -0.5392
H -17.3333 28.8067 -0.9859
H -17.2091 28.2724 0.6726
H -18.1337 27.2445 -0.5019
H -16.1457 27.5173 -2.0795
H -15.0408 28.9702 0.0553
H -14.1465 28.2473 -1.2891
C -19.2132 33.0560 -2.4574
C -19.0407 31.6799 -1.7672
C -18.3918 31.8516 -0.4381
O -19.2366 31.3259 0.5041
C -20.3703 30.9439 -0.0868
O -21.3553 30.4531 0.4605
O -20.3248 31.3538 -1.3842
H -19.4405 33.7011 -1.6087
H -20.0334 33.0871 -3.1747
H -18.3381 33.4748 -2.9543
H -18.6271 30.8413 -2.3274
H -18.3142 32.8854 -0.1014
H -17.3744 31.4790 -0.3193
C -12.3947 33.4758 -6.0823
C -13.7129 32.7003 -6.1951
C -14.6738 33.3856 -7.1070
O -15.3446 32.3796 -7.6888
C -14.6654 31.2155 -7.4422
O -15.0637 30.0771 -7.7058
O -13.5298 31.4340 -6.8279
H -11.9201 33.2347 -7.0334
H -11.5989 33.2519 -5.3718
H -12.5314 34.5509 -5.9661
H -14.1076 32.4627 -5.2072
H -14.1726 34.0348 -7.8249
H -15.1994 34.0874 -6.4595
C -14.0487 37.7240 -4.3380
C -12.4628 37.8183 -4.1203
C -11.6946 36.5504 -3.5504
O -10.6404 36.5616 -4.5338
C -10.8326 37.5145 -5.6071
O -10.0541 37.5816 -6.5525
O -12.0477 38.1232 -5.4524
H -14.5367 37.7330 -3.3633
H -14.2574 36.7074 -4.6713
H -14.6234 38.5327 -4.7895
H -12.0721 38.7162 -3.6415
H -12.2150 35.6030 -3.6915
H -11.4077 36.7221 -2.5130
C -15.2511 29.4578 -4.2934
C -16.6849 29.9900 -4.0082
C -17.3062 30.8161 -5.1274
O -18.5920 30.1630 -5.2649
C -18.7081 29.1221 -4.5157
O -19.6741 28.3266 -4.4107
O -17.5623 28.9684 -3.7847
H -15.0633 28.8651 -3.3981
H -14.5589 30.2997 -4.2808
H -14.9697 28.9558 -5.2190
H -16.6296 30.7146 -3.1958
H -16.6729 30.6312 -5.9951
H -17.4189 31.8803 -4.9202
C -9.4363 32.2530 -1.2938
S -9.7665 33.9921 -1.8280
O -10.3325 34.6037 -0.5512
C -7.9668 34.4911 -1.8907
H -8.8892 32.4048 -0.3634
H -8.9670 31.6288 -2.0542
H -10.3398 31.6633 -1.1387
H -7.4974 33.9650 -2.7220
H -7.4782 34.2943 -0.9364
H -7.9538 35.5474 -2.1597
C -13.6357 39.2120 -0.4003
S -15.2493 39.2450 0.3864
O -16.1072 39.8866 -0.6627
C -15.6856 37.4903 0.3416
H -13.0577 40.1264 -0.2664
H -13.6957 38.7128 -1.3673
H -13.1687 38.5006 0.2808
H -14.8427 36.8712 0.6486
H -16.1025 37.2230 -0.6294
H -16.3910 37.3492 1.1605
C -10.4424 30.5923 1.9954
S -10.4684 30.3806 3.7907
O -9.1459 30.9884 4.3209
C -11.8259 31.5126 4.1195
H -9.9536 31.4942 1.6270
H -11.2935 30.3380 1.3637
H -9.6965 29.8420 1.7332
H -12.6646 31.1387 3.5323
H -11.4888 32.5070 3.8270
H -11.9361 31.5543 5.2032
C -15.4747 32.9430 3.0317
S -16.0665 34.4617 3.9252
O -16.6832 34.0650 5.2762
C -14.5673 35.4171 4.1738
H -15.8004 32.0336 3.5367
H -14.4263 33.1222 2.7934
H -15.9843 33.0201 2.0712
H -14.1238 35.5254 5.1635
H -15.0136 36.4051 4.0603
H -13.8865 35.3637 3.3242
```

Atomic partial charges in e from the Löwdin method, atoms 1 to 2: Mg 1.117; C 0.019

---

This record from the Open Molecules 2025 dataset describes C23H43BrCl2MnN3O4Si as an isolated structure at a distorted geometry. The level of theory is the ωB97M-V functional and the def2-TZVPD basis.

Summary:
Maximum force in hartree/bohr: 0.0741
Charge: -1
HOMO (alpha / beta) in eV: -3.3 / -4.7
Kohn-Sham gap (alpha / beta) in eV: 5.7 / 7.2
Spin multiplicity: 6

The geometry in XYZ format:
```
78
C23H43BrCl2MnN3O4Si (the ωB97M-V functional and the def2-TZVPD basis)
C -1.4041 -3.9587 -2.1254
C -0.1785 -3.7511 -2.9417
H -2.3136 -4.0023 -2.7241
H -1.5263 -3.1332 -1.4283
H -1.3053 -4.8901 -1.5582
C -0.0432 -4.1766 -4.2262
C -1.1196 -4.8817 -4.9978
H 0.9023 -4.0568 -4.7624
H -2.1032 -4.3969 -4.8892
H -1.2216 -5.9221 -4.6462
H -0.9089 -4.9309 -6.0796
Mn -1.1985 0.4822 3.1513
Cl -0.7090 -1.5606 2.5046
C 1.5684 0.6426 2.7171
O 0.4734 1.2539 2.5222
N 2.7009 1.2477 2.4220
C 2.6304 2.4905 1.6615
C 4.0064 0.6649 2.7422
H 1.5702 -0.3579 3.1654
H 1.8794 3.1886 2.0580
H 2.4161 2.2974 0.5954
H 3.6110 2.9583 1.7064
H 3.8700 0.0673 3.6630
H 4.7120 1.4944 2.8933
H 4.3453 0.0354 1.8960
H -0.5858 5.4845 5.2171
H -1.7013 4.3266 7.4094
C -1.5264 5.1737 4.7358
C -2.5249 4.0944 6.7234
N -2.0367 3.9534 5.3551
H -1.3733 5.0312 3.6615
C -2.0560 2.7762 4.7322
O -1.4680 2.5017 3.6496
H -2.9978 3.1586 7.0194
H -2.6194 1.9839 5.2477
H -2.2608 5.9730 4.9102
H -3.2505 4.9124 6.7655
H -5.7151 0.7708 0.8672
H -3.3063 0.1691 -0.3180
C -5.5813 1.7568 0.3967
C -3.5456 1.1338 -0.8155
N -4.1812 2.0393 0.1231
H -6.0073 2.5502 1.0188
C -3.3889 2.7478 0.9835
O -2.1993 3.0034 0.7964
H -2.6325 1.6007 -1.2054
H -3.9289 3.0677 1.9054
H -6.1117 1.7448 -0.5605
H -4.2517 0.9395 -1.6341
O 0.3904 -1.7243 -1.8798
C 0.9415 -2.9717 -2.2336
C 2.3684 -2.1799 -4.2436
C 2.2183 -2.9317 -3.0652
H 1.5626 -1.5190 -4.5929
C 3.5598 -2.2928 -4.9846
H 1.1444 -3.4786 -1.2765
C 3.2347 -3.8014 -2.6475
H 3.7506 -1.6500 -5.8508
C 4.5414 -3.2092 -4.5899
C 4.3701 -3.9686 -3.4317
H 3.1071 -4.3582 -1.7153
H 5.4815 -3.3061 -5.1367
H 5.1390 -4.6707 -3.1089
Si 1.0416 -0.2007 -1.5482
Cl -3.4295 0.2770 2.8077
C 1.1593 0.7846 -3.1517
C 2.8445 -0.4821 -1.1063
C -0.1647 0.5391 -0.3770
H 1.9036 0.3811 -3.8563
H 1.4638 1.8190 -2.9271
H 0.1845 0.8295 -3.6581
H -1.1911 0.4310 -0.7402
H -0.0175 1.6111 -0.2164
H -0.1532 0.0376 0.6026
H 3.3899 -1.0590 -1.8826
H 2.9312 -1.0390 -0.1606
H 3.3885 0.4721 -0.9962
Br -0.5644 -0.0367 5.6635
```

Atomic partial charges in e from the Löwdin method, atoms 1 to 2: C -0.036; C -0.216

---

This record from the Open Molecules 2025 dataset describes one molecule with the formula C5H10 at a distorted geometry. The level of theory is the ωB97M-V functional and the def2-TZVPD basis.

Summary:
Maximum force in hartree/bohr: 0.1007
Charge: 0
HOMO in eV: -8.6
Kohn-Sham gap in eV: 9.9
Structure (SMILES): C/C=C/CC

The geometry in XYZ format:
```
15
C5H10 (the ωB97M-V functional and the def2-TZVPD basis)
C 2.2545 -0.4359 -1.1636
C 0.8849 -0.5064 -0.7253
C 0.1895 0.3680 0.1124
C -1.3134 0.1952 0.0805
C -1.8193 0.2997 1.5022
H 2.6823 0.5187 -0.9486
H 2.7976 -1.1857 -0.6304
H 2.4220 -0.7874 -2.1267
H 0.2882 -1.3560 -1.0657
H 0.7244 1.3245 0.3194
H -1.6304 -0.6601 -0.5481
H -1.6160 1.1343 -0.3562
H -2.8041 0.0242 1.4830
H -1.3595 -0.3130 2.1981
H -1.7007 1.3796 1.8689
```

Atomic partial charges in e from the Löwdin method, atoms 1 to 2: C -0.121; C -0.184

---

This record from the Open Molecules 2025 dataset describes C29H35BF2N6O10P2STl as an isolated structure at a distorted geometry. The level of theory is the ωB97M-V functional and the def2-TZVPD basis.

Summary:
Maximum force in hartree/bohr: 0.0358
Charge: -1
HOMO in eV: -4.6
Kohn-Sham gap in eV: 6.5

The geometry in XYZ format:
```
87
C29H35BF2N6O10P2STl (the ωB97M-V functional and the def2-TZVPD basis)
Tl -0.4759 0.5630 -0.2667
C 0.7623 -3.1085 -3.1115
C -0.1577 -2.0872 -2.9375
N -0.9227 -2.0167 -1.8597
C -0.7537 -2.9458 -0.9225
C 0.2226 -3.9392 -1.0832
N 0.9549 -4.0294 -2.1738
C -1.5455 -2.8441 0.3077
C -1.8414 -3.9570 1.0886
C -2.5288 -3.7750 2.2849
C -2.7876 -2.4741 2.7081
C -2.4614 -1.4255 1.8530
N -1.9295 -1.6236 0.6586
C -2.7155 -0.0218 2.2273
C -2.2361 0.5117 3.4287
N -2.5620 1.7311 3.8172
C -3.3059 2.4542 2.9965
C -3.7156 1.9562 1.7661
N -3.4474 0.7166 1.3939
C -3.0303 -4.9432 3.0184
C -4.3440 -4.9701 3.4857
C -4.8248 -6.1343 4.0598
N -4.0997 -7.2311 4.2121
C -2.8411 -7.1950 3.8018
C -2.2618 -6.0911 3.1993
H 1.3595 -3.2125 -4.0090
H -0.3077 -1.3086 -3.6745
H 0.4339 -4.6562 -0.3034
H -1.5967 -4.9513 0.7490
H -3.2500 -2.2809 3.6644
H -1.5780 -0.0449 4.0800
H -3.5794 3.4458 3.3366
H -4.3174 2.5413 1.0848
H -4.9778 -4.1042 3.3677
H -5.8509 -6.2026 4.4031
H -2.2793 -8.1097 3.9509
H -1.2298 -6.1157 2.8870
O 3.3983 -2.3389 0.6461
P 2.2153 -1.4445 1.2974
O 2.3488 -1.4738 2.7510
O 0.9838 -1.6758 0.5202
O 2.8083 0.1393 0.7400
P 2.0361 1.3588 2.0169
O 2.1476 2.5755 1.0208
O 3.0383 1.3702 3.0714
O 0.6550 0.8456 2.1189
H 4.1194 -2.3458 1.2732
H 1.3441 3.1241 0.9477
C 2.8426 -0.0987 -3.6418
C 3.9898 -0.1198 -2.6268
C 5.0874 -1.0436 -3.1561
O 3.4801 -0.6588 -1.4095
B 3.3311 0.3476 -0.4911
O 3.8286 1.5330 -0.9496
C 4.4747 1.3176 -2.2061
C 5.9868 1.3952 -1.9517
C 4.0968 2.4253 -3.1896
H 2.4692 -1.1137 -3.7342
H 3.1875 0.2456 -4.6133
H 2.0327 0.5298 -3.2828
H 4.6297 -1.9895 -3.4315
H 5.8312 -1.2389 -2.3918
H 5.5616 -0.6081 -4.0325
H 6.2826 0.6604 -1.2082
H 6.2134 2.3820 -1.5547
H 6.5454 1.2416 -2.8722
H 3.0228 2.4986 -3.3156
H 4.5690 2.2403 -4.1531
H 4.4521 3.3737 -2.7962
O -1.5827 2.9960 0.6244
S -1.2381 3.9685 -0.4035
C -2.8228 3.8678 -1.4337
C -3.5604 5.1854 -1.3169
C -3.2017 5.7668 0.0494
C -1.7055 5.7046 0.1624
H -3.3804 3.0518 -0.9861
H -2.5885 3.6104 -2.4581
H -4.6419 5.0587 -1.4139
H -3.2389 5.8801 -2.0955
H -3.6396 5.1499 0.8347
H -3.5713 6.7889 0.1622
H -1.3218 5.8177 1.1663
H -1.1967 6.3745 -0.5242
F 0.3683 4.4462 0.6062
C -0.1047 3.2816 -1.5942
F -0.4502 3.7906 -2.8644
H 0.8891 3.6857 -1.3994
```

Atomic partial charges in e from the Löwdin method, atoms 1 to 2: Tl 1.025; C -0.134

---

This record from the Open Molecules 2025 dataset describes a 2-piece molecular cluster, C3H10N2 overall at a distorted geometry. The level of theory is the ωB97M-V functional and the def2-TZVPD basis.

Summary:
Maximum force in hartree/bohr: 0.1087
Charge: +1
HOMO (alpha / beta) in eV: -11.6 / -11.6
Kohn-Sham gap (alpha / beta) in eV: 7.9 / 1.8
Spin multiplicity: 2

The geometry in XYZ format:
```
15
C3H10N2 (the ωB97M-V functional and the def2-TZVPD basis)
C 4.0314 -4.7868 -0.6047
N 3.3957 -5.5427 0.1867
H 4.4758 -3.8884 -0.1602
H 4.1460 -4.8988 -1.6669
H 3.0600 -6.4023 -0.2430
C -1.2742 3.1242 0.6838
C -2.4185 2.1408 0.5794
N -2.6390 1.8063 -0.8870
H -1.4985 4.1610 1.0389
H -0.6543 2.7766 1.4882
H -0.6474 3.3953 -0.1986
H -2.0523 1.2092 1.0673
H -3.2904 2.4537 1.1693
H -1.6875 1.7061 -1.2693
H -2.9468 2.7460 -1.1839
```

Atomic partial charges in e from the Löwdin method, atoms 1 to 2: C -0.152; N 0.011

---

This record from the Open Molecules 2025 dataset describes a 2-piece molecular cluster, C4H6O2 overall at a distorted geometry. The level of theory is the ωB97M-V functional and the def2-TZVPD basis.

Summary:
Maximum force in hartree/bohr: 0.0273
Charge: 0
HOMO in eV: -9.7
Kohn-Sham gap in eV: 10.8

The geometry in XYZ format:
```
12
C4H6O2 (the ωB97M-V functional and the def2-TZVPD basis)
O -0.5920 1.7583 2.3577
C -0.5954 2.3266 1.3727
C -0.4098 -0.9993 -0.2773
C -0.2720 0.2818 -1.1131
O 1.0215 0.5658 -0.5565
C 0.9666 -0.6029 0.2763
H -0.9905 1.0767 -0.8760
H -1.2220 -0.9894 0.4526
H -0.4422 -1.9338 -0.8431
H -0.2341 0.1500 -2.2006
H 0.9808 -0.3353 1.3399
H 1.7891 -1.2984 0.0675
```

Atomic partial charges in e from the Löwdin method, atoms 1 to 2: O 0.034; C 0.035

---

Number 6 is which compound?
C3H10N2

---

Among the records above, which one has the highest maximum force?
C3H10N2

---

What is the formula in the fifth record?
C29H35BF2N6O10P2STl